ORCA calculation (wB97M-V/def2-TZVPD) on a molecular structure, C44H33Br2N9O3S2Tc.

Atoms and positions in Å:
Tc (-0.6023, -0.1946, -0.6080)
C (-3.7384, 2.0260, 3.4397)
C (-2.4322, 2.4760, 3.5782)
C (-1.5380, 2.3593, 2.5302)
C (-1.9366, 1.7783, 1.3181)
C (-3.2520, 1.3291, 1.1884)
C (-4.1402, 1.4512, 2.2423)
N (-1.0323, 1.5714, 0.2626)
C (-0.0172, 2.4973, 0.0823)
C (-0.1382, 3.8808, 0.2470)
C (0.9596, 4.6969, 0.0622)
C (2.2026, 4.1536, -0.2683)
C (2.3550, 2.7914, -0.4410)
C (1.2443, 1.9544, -0.2938)
N (1.1446, 0.6078, -0.4741)
N (2.2150, -0.2590, -0.3112)
C (1.9209, -1.5996, -0.6218)
C (2.8724, -2.5981, -0.4633)
C (2.5187, -3.8997, -0.7670)
C (1.2446, -4.1627, -1.2504)
C (0.3720, -3.1064, -1.4067)
N (0.6896, -1.8493, -1.0885)
H (-4.4327, 2.1105, 4.2655)
H (-2.1038, 2.9082, 4.5154)
H (-0.5163, 2.6974, 2.6487)
H (-3.5576, 0.9026, 0.2408)
H (-5.1580, 1.1009, 2.1270)
H (-1.1066, 4.3007, 0.4854)
H (0.8556, 5.7690, 0.1641)
H (3.0522, 4.8062, -0.4226)
H (3.3148, 2.3901, -0.7383)
H (3.8603, -2.3642, -0.0951)
H (3.2308, -4.6998, -0.6180)
H (0.9275, -5.1685, -1.4814)
H (-0.6296, -3.2560, -1.7913)
C (4.8478, 0.1752, -0.7386)
C (4.2535, 0.3388, 0.6207)
C (5.0031, 0.8394, 1.6739)
C (4.4608, 0.9572, 2.9230)
C (3.1419, 0.5354, 3.1785)
C (2.5822, 0.6051, 4.4636)
Br (3.6002, 1.2352, 5.9410)
C (1.2910, 0.2039, 4.6939)
C (0.5439, -0.3045, 3.6483)
Br (-1.2002, -0.9240, 4.0111)
C (1.0092, -0.4543, 2.3139)
O (0.2752, -1.0161, 1.4394)
C (2.3587, 0.0222, 2.1012)
N (2.9783, -0.0327, 0.8397)
H (5.4958, -0.7040, -0.7560)
H (5.4731, 1.0351, -0.9772)
H (4.0892, 0.0561, -1.5069)
H (6.0260, 1.1362, 1.4925)
H (5.0458, 1.3743, 3.7296)
H (0.8630, 0.2693, 5.6837)
C (-0.8063, 0.7625, -2.5345)
C (0.2647, 0.2820, -3.4493)
C (1.3863, 1.0843, -3.6937)
C (2.4348, 0.6440, -4.4796)
C (2.3966, -0.6314, -5.0412)
C (1.2748, -1.4388, -4.8304)
C (0.2271, -0.9796, -4.0591)
C (3.4998, -1.1122, -5.8089)
N (4.4040, -1.5076, -6.4019)
H (-1.8013, 0.5330, -2.9097)
H (-0.7002, 1.8436, -2.4041)
H (1.4276, 2.0774, -3.2584)
H (3.2865, 1.2843, -4.6726)
H (1.2249, -2.4212, -5.2824)
H (-0.6474, -1.5925, -3.9247)
N (-7.6236, 2.4810, -4.9638)
C (-6.7796, 1.4106, -4.7327)
C (-5.6866, 1.1760, -5.5737)
C (-4.8283, 0.1212, -5.3270)
C (-5.0582, -0.7067, -4.2410)
C (-6.1230, -0.4758, -3.3815)
C (-6.9784, 0.5804, -3.6225)
S (-3.9992, -2.0839, -3.9263)
O (-4.8285, -3.2000, -3.5310)
O (-3.1479, -2.2596, -5.0695)
N (-3.0724, -1.5392, -2.6981)
C (-3.1630, -1.9014, -1.4354)
S (-4.2865, -3.1003, -0.7485)
C (-3.6188, -2.8252, 0.8242)
C (-2.6421, -1.9138, 0.7745)
N (-2.3679, -1.3681, -0.4702)
H (-7.6208, 2.8713, -5.8889)
H (-8.5204, 2.4624, -4.5127)
H (-5.5236, 1.8301, -6.4221)
H (-3.9842, -0.0846, -5.9722)
H (-6.2798, -1.1420, -2.5421)
H (-7.8136, 0.7698, -2.9586)
H (-3.9797, -3.3629, 1.6850)
H (-2.0530, -1.5940, 1.6202)

## Properties
Energy above the lowest of the compared OMol25 structures with the same formula, charge and spin: 39.14 kcal/mol
Expectation value of S²: 1.093
Spin multiplicity: 2

Atom charges from the Löwdin analysis, given in e for atoms 1 to 2:
1. Tc 1.5268
2. C -0.0982